No. 1
{
  "formula": "C9H11AsF2OPtS5",
  "method": "the ωB97M-V functional and the def2-TZVPD basis",
  "elements": ["Pt", "As", "S", "S", "S", "S", "S", "F", "F", "O", "C", "C", "C", "C", "C", "C", "C", "C", "C", "H", "H", "H", "H", "H", "H", "H", "H", "H", "H", "H"],
  "positions_angstrom": [[0.3380, 0.3614, 0.1262], [2.5762, -0.6809, 2.1265], [3.0149, -2.6654, 2.7579], [0.4644, -0.1360, 2.5111], [-0.0902, 2.9437, 0.3387], [3.9518, 0.6587, 3.0371], [2.6209, -0.4669, -0.0744], [-2.4485, 1.2592, -0.5157], [-2.3946, -0.8734, 0.0594], [1.0006, 3.2191, 1.2897], [-0.4056, 4.6475, -0.3824], [2.7553, 2.3678, -2.4816], [2.7452, 2.1146, -4.9951], [0.6536, 2.0952, -3.6018], [2.1034, 2.4865, -1.2677], [0.7113, 2.3956, -1.2127], [2.0436, 2.1819, -3.6635], [-1.6175, 0.1056, -0.5388], [-0.0139, 2.2162, -2.3956], [-0.8563, 5.2529, 0.4034], [2.6354, 1.1282, -5.4516], [2.6449, 2.6432, -0.3417], [-1.0760, 4.5522, -1.2371], [2.3216, 2.8486, -5.6839], [0.5633, 5.0492, -0.6811], [0.0863, 1.9366, -4.5138], [-1.0966, 2.1809, -2.3573], [3.8083, 2.3236, -4.8784], [-1.6149, -0.1728, -1.6049], [3.8379, 2.4122, -2.5113]],
  "atomic_forces_ev_per_a": [[0.217, -1.771, -0.401], [1.369, -0.578, 0.840], [-0.319, -0.114, -0.162], [-0.530, 0.095, -1.802], [-0.369, 1.039, -0.380], [-0.185, 0.272, -0.113], [-0.552, 0.602, 0.460], [-0.158, -0.168, -0.168], [0.077, 0.073, 0.037], [0.304, 0.194, 0.269], [0.073, -0.371, 0.069], [-0.018, -0.017, -0.074], [-0.040, -0.048, 0.115], [0.095, -0.056, -0.107], [0.033, -0.099, 0.158], [-0.079, 0.430, -0.079], [-0.107, 0.059, -0.020], [-0.002, 0.683, 1.127], [-0.094, -0.277, 0.264], [0.004, -0.029, 0.016], [0.029, 0.005, 0.001], [-0.013, -0.028, 0.004], [-0.027, 0.062, 0.002], [0.034, -0.009, -0.046], [-0.028, 0.050, 0.003], [0.003, 0.034, 0.002], [0.007, -0.010, 0.006], [0.012, -0.026, -0.047], [0.269, -0.012, 0.003], [-0.004, 0.011, 0.024]],
  "mulliken_charge": [0.786, 0.449, -0.689, -0.448, 0.668, -0.682, -0.584, -0.298, -0.286, -0.626, -1.034, -0.652, -1.502, -0.688, -0.544, -0.809, 1.277, 0.012, -0.102, 0.351, 0.310, 0.447, 0.302, 0.334, 0.293, 0.334, 0.553, 0.352, 0.207, 0.272],
  "homo_ev": -0.56,
  "lumo_ev": 4.31,
  "homo_lumo_gap_ev": 4.8672,
  "largest_force_ev_per_a": 1.881,
  "molar_mass_g_mol": 603.52,
  "charge": -2,
  "de_lowest_kj_mol": 43.8
}

=====

No. 2
{
  "formula": "C9H11BO2",
  "method": "the ωB97M-V functional and the def2-TZVPD basis",
  "elements": ["O", "O", "C", "C", "C", "C", "C", "C", "C", "C", "C", "B", "H", "H", "H", "H", "H", "H", "H", "H", "H", "H", "H"],
  "positions_angstrom": [[-2.3324, -0.1354, 0.0331], [-1.7820, 1.1796, 1.7423], [1.6069, 0.2785, -2.2325], [-1.4491, 0.3212, 0.9621], [2.8660, 0.5640, -1.7085], [0.6593, -0.0330, -1.3054], [2.2279, 0.1168, 0.5285], [3.2951, 0.4485, -0.3642], [-0.0969, -0.3504, 1.1898], [-3.6132, 0.4451, -0.0051], [0.9571, -0.0931, 0.0914], [-0.6040, -1.8584, 1.5072], [3.5028, 0.8502, -2.5163], [-4.2213, -0.3567, -0.3474], [-3.8941, 0.8944, 1.0161], [1.5076, 0.4321, -3.2685], [4.1288, 0.9242, 0.0672], [0.3394, 0.1699, 2.0838], [-3.5885, 1.2901, -0.7443], [-0.8950, -2.6332, 0.6173], [2.4458, 0.0040, 1.5773], [-0.3797, -0.1602, -1.4899], [-0.6805, -2.2982, 2.5658]],
  "atomic_forces_ev_per_a": [[2.286, -0.851, 0.250], [-0.122, 0.297, -0.169], [0.947, 0.081, 2.322], [-0.817, 1.110, 1.168], [1.529, -0.199, 0.057], [-0.936, -0.146, 1.986], [2.070, 0.047, -0.498], [-4.148, 0.230, -0.985], [0.032, -0.530, -0.313], [-0.050, 2.382, 0.899], [-1.103, -0.712, -1.062], [0.882, 0.093, -1.774], [1.139, 0.423, 0.089], [-0.913, -0.317, -0.126], [0.259, -0.959, -1.580], [-0.699, -0.105, -1.010], [1.428, -0.086, -0.062], [-0.899, -0.609, -0.678], [-0.221, -0.747, 0.607], [0.117, 0.623, 0.196], [0.044, 0.222, 0.316], [-0.684, -0.228, -0.786], [-0.140, -0.017, 1.152]],
  "mulliken_charge": [-0.319, -0.573, -0.863, 0.319, -0.135, -0.084, -0.168, -0.974, 0.114, -0.731, 0.289, 0.233, 0.310, 0.251, 0.324, 0.429, 0.362, 0.240, 0.277, -0.052, 0.321, 0.484, -0.054],
  "homo_ev": -9.00,
  "lumo_ev": -0.07,
  "homo_lumo_gap_ev": 8.9359,
  "largest_force_ev_per_a": 4.270,
  "molar_mass_g_mol": 162.00,
  "smiles": "B[C@H](C(=O)OC)c1ccccc1",
  "charge": 0,
  "de_lowest_kj_mol": 373.9
}

=====

No. 3
{
  "formula": "C9H11BO2",
  "method": "the ωB97M-V functional and the def2-TZVPD basis",
  "elements": ["O", "O", "C", "C", "C", "C", "C", "C", "C", "C", "C", "B", "H", "H", "H", "H", "H", "H", "H", "H", "H", "H", "H"],
  "positions_angstrom": [[-1.0580, 2.7413, -0.6592], [-1.1193, 2.2249, 1.8178], [-0.7823, -0.4933, -0.6473], [-1.6625, -0.8547, 0.3122], [0.5302, 0.0360, -0.3993], [2.3673, 1.2876, -1.2878], [2.5213, 0.4105, 0.9225], [3.0825, 1.1146, -0.1592], [1.0919, 0.7530, -1.4336], [-3.0443, -1.1665, -0.0630], [1.3296, -0.1925, 0.8124], [-1.0930, 2.4509, 0.5027], [-1.1147, -0.2591, -1.6024], [-1.3493, -0.7852, 1.3305], [3.0402, 0.5924, 1.8865], [-0.3695, 1.8653, 2.3075], [-3.6050, -0.2516, 0.2159], [-3.5292, -1.9221, 0.4751], [-2.9959, -1.5456, -1.1630], [0.8594, -0.8766, 1.5486], [3.9519, 1.6878, -0.2430], [2.7436, 1.9731, -1.9982], [0.4723, 1.0181, -2.2387]],
  "atomic_forces_ev_per_a": [[-0.304, 0.405, -1.359], [-0.354, 0.074, -0.224], [6.348, 2.761, -0.823], [-2.436, -2.136, 3.122], [-2.698, -3.301, 0.665], [-2.724, -0.538, -1.709], [1.895, 1.295, 1.525], [-0.448, -0.253, 0.606], [2.590, 1.643, -0.545], [0.659, 0.378, -1.813], [-2.336, -0.783, -0.065], [0.587, -0.349, 1.992], [-0.838, 0.257, -1.705], [-0.138, -0.038, 0.648], [-0.280, -1.056, -0.520], [0.013, 0.008, -0.489], [-0.409, -0.199, -1.118], [-0.449, -1.332, 1.114], [-0.784, 1.307, 1.670], [0.647, 0.823, -0.130], [1.664, 0.387, 1.254], [0.307, 0.373, -0.998], [-0.513, 0.275, -1.098]],
  "mulliken_charge": [-0.458, -0.519, -0.522, -0.267, 0.829, -0.456, -0.381, -0.427, -0.400, -1.113, -0.555, 0.624, 0.319, 0.366, 0.294, 0.338, 0.225, 0.400, 0.285, 0.345, 0.389, 0.369, 0.317],
  "homo_ev": [-5.04, -9.45],
  "spin_multiplicity": 3,
  "lumo_ev": [0.34, -2.31],
  "homo_lumo_gap_ev": [5.3738, 7.1383],
  "largest_force_ev_per_a": 6.971,
  "molar_mass_g_mol": 162.00,
  "charge": 0,
  "de_lowest_kj_mol": 0.0
}

=====

No. 4
{
  "formula": "C9H11F2NO",
  "method": "the ωB97M-V functional and the def2-TZVPD basis",
  "elements": ["F", "F", "O", "N", "C", "C", "C", "C", "C", "C", "C", "C", "C", "H", "H", "H", "H", "H", "H", "H", "H", "H", "H", "H"],
  "positions_angstrom": [[2.9482, 1.0461, 0.0613], [0.0205, -0.4391, 3.0573], [-2.9060, -0.8081, -0.4865], [0.8815, 2.4048, 2.2074], [0.6782, 0.8509, -0.9782], [1.4300, -1.3995, 1.1499], [1.0661, 1.5079, 1.3645], [-2.2500, -0.3484, -1.6217], [0.6001, -0.3630, 1.8271], [-0.8232, -0.9341, -1.7783], [0.0648, -1.0090, 0.5933], [1.6208, 1.5871, -0.0506], [0.0924, -0.3242, -0.7477], [1.5655, -2.2283, 1.8068], [-0.2561, -0.7276, -2.7212], [-2.2987, 0.8147, -1.7407], [1.5363, 2.6080, -0.3078], [2.2595, -0.9626, 0.7237], [-3.2202, -0.1904, 0.1234], [-2.6669, -0.7002, -2.6749], [-0.7470, -2.0250, -1.5069], [0.5382, 2.0845, 3.1080], [-0.6971, -1.7566, 0.4603], [0.5631, 1.3120, -1.8683]],
  "atomic_forces_ev_per_a": [[-1.165, 0.864, -0.771], [0.370, -0.241, -0.576], [0.580, -2.507, -1.467], [0.397, 0.343, -0.750], [1.696, -1.467, 2.501], [-1.517, 0.368, 2.311], [-0.802, -4.083, 1.612], [0.017, 1.209, -3.730], [0.343, 4.265, -2.100], [1.780, 0.151, 1.352], [0.572, -0.334, -1.327], [-1.394, -1.654, 2.046], [-0.469, 1.079, 1.347], [-0.021, -0.992, -0.188], [-1.407, -0.324, 0.221], [0.517, -2.003, 0.516], [1.141, 1.302, -0.454], [1.792, 0.308, -1.112], [-0.460, 1.910, 0.935], [-0.441, 0.398, 2.342], [-0.758, 0.775, -0.954], [-0.174, -0.240, -0.049], [-0.240, -0.377, 1.327], [-0.356, 1.248, -3.031]],
  "mulliken_charge": [-0.326, -0.334, -0.504, -0.679, -1.011, -0.982, 0.159, -0.195, 0.713, -1.354, -0.583, 0.014, 0.991, 0.349, 0.444, 0.288, 0.386, 0.261, 0.312, 0.219, 0.435, 0.299, 0.531, 0.570],
  "homo_ev": -8.79,
  "lumo_ev": 0.67,
  "homo_lumo_gap_ev": 9.4598,
  "largest_force_ev_per_a": 4.766,
  "molar_mass_g_mol": 187.19,
  "charge": 0,
  "de_lowest_kj_mol": 499.6
}

=====

No. 5
{
  "formula": "C9H11FN2",
  "method": "the ωB97M-V functional and the def2-TZVPD basis",
  "elements": ["F", "N", "N", "C", "C", "C", "C", "C", "C", "C", "C", "C", "H", "H", "H", "H", "H", "H", "H", "H", "H", "H", "H"],
  "positions_angstrom": [[0.0882, -1.8728, -2.1125], [0.3760, 0.4044, -1.6852], [0.5359, 2.6955, -1.3015], [0.0694, 1.5663, -0.7810], [0.0149, -0.8207, -1.2703], [-0.7472, 1.5374, 0.3396], [-1.2043, -1.9704, 2.0474], [1.2072, 2.3138, -2.3510], [1.2639, 0.9765, -2.5762], [-1.3027, 0.2604, 0.9603], [-0.5305, -0.7773, 1.3521], [0.9901, -0.6917, 1.4817], [1.5041, 0.0765, 1.1077], [-1.7021, -2.6091, 1.3006], [-1.2178, 2.4911, 0.5494], [-2.4272, 0.1986, 0.9996], [1.8353, 3.0251, -2.9615], [1.5284, -1.5366, 1.0264], [-2.1016, -1.6021, 2.5467], [1.6123, 0.4632, -3.5081], [-0.5526, -1.1042, -0.4261], [1.2345, -0.6661, 2.5214], [-0.4743, -2.3578, 2.7405]],
  "atomic_forces_ev_per_a": [[0.583, 0.609, -0.603], [0.128, 0.043, 2.904], [0.086, 0.628, 0.261], [-2.092, -0.925, 1.250], [0.911, -0.448, -2.682], [-0.614, -2.169, -0.670], [-0.548, 1.430, -1.207], [2.485, 2.197, -1.819], [-0.368, -2.444, -2.562], [0.260, 1.406, -0.377], [-0.671, 1.359, 2.145], [-1.873, -3.414, 0.489], [1.148, 3.675, -1.835], [1.012, -0.657, 0.261], [0.273, -0.066, 0.372], [1.242, 0.003, 0.248], [-1.010, -0.699, 0.717], [-0.490, -0.353, 0.290], [0.299, 0.151, 0.544], [-0.363, 0.415, 1.350], [-0.205, 0.555, -0.073], [0.063, -0.371, 0.950], [-0.256, -0.926, 0.047]],
  "mulliken_charge": [-0.272, 0.288, -0.652, 0.205, -0.287, -0.614, -1.250, -0.259, -0.274, -0.480, 0.889, -1.606, 0.492, 0.309, 0.395, 0.272, 0.326, 0.373, 0.348, 0.328, 0.646, 0.457, 0.365],
  "homo_ev": [-7.08, -7.11],
  "lumo_ev": [0.03, -0.62],
  "homo_lumo_gap_ev": [7.1110, 6.4884],
  "largest_force_ev_per_a": 4.265,
  "molar_mass_g_mol": 166.20,
  "charge": 0,
  "de_lowest_kj_mol": 294.5
}

=====

No. 6
{
  "formula": "C9H11FN2",
  "method": "the ωB97M-V functional and the def2-TZVPD basis",
  "elements": ["F", "N", "N", "C", "C", "C", "C", "C", "C", "C", "C", "C", "H", "H", "H", "H", "H", "H", "H", "H", "H", "H", "H"],
  "positions_angstrom": [[0.5975, -0.1974, -2.2551], [1.7617, -3.0515, -0.1584], [-1.0001, -0.4855, 0.0416], [-1.2612, -1.8401, 0.5492], [1.7537, 1.9816, -0.5543], [1.5420, -1.9823, 0.1627], [2.9178, 1.1821, -0.2341], [-2.0464, 0.2119, -0.7434], [2.7603, -0.0449, 0.3726], [0.4739, 1.4294, -0.4139], [0.2490, 0.1412, 0.0919], [1.3971, -0.6180, 0.6558], [-0.9628, -2.0219, 1.6161], [3.9826, 1.5167, -0.4001], [3.5271, -0.7121, 0.6877], [-2.3944, -1.9893, 0.5983], [1.4156, -0.6576, 1.6567], [-0.8523, -2.5350, -0.1406], [-2.8338, -0.4058, -0.9241], [-2.3054, 1.0686, -0.1860], [-1.6704, 0.4975, -1.6809], [-0.3557, 1.9246, -0.8635], [1.7529, 2.9258, -0.9824]],
  "atomic_forces_ev_per_a": [[0.087, 0.586, 0.429], [0.230, -1.161, -0.384], [1.245, 1.225, 0.101], [-2.045, 0.790, 1.040], [2.631, -2.002, 0.751], [-0.565, 0.341, 0.249], [0.034, 0.687, 0.133], [2.648, -0.023, 1.547], [-0.677, 1.676, -0.920], [-1.308, -2.770, -0.237], [-2.032, -0.268, -0.231], [0.938, -0.040, -3.347], [0.294, 0.335, -1.100], [-1.517, -0.071, 0.038], [0.851, 0.008, -0.032], [1.505, 0.312, -0.306], [-0.761, -0.406, 4.104], [0.356, -0.993, -0.262], [-2.298, -1.770, -0.096], [-0.816, 1.118, 0.510], [0.813, 0.371, -1.312], [-0.328, 0.477, 0.019], [0.715, 1.578, -0.694]],
  "mulliken_charge": [-0.435, -0.540, 0.196, -1.070, -0.780, 0.322, -0.274, -1.332, -1.197, 0.037, -0.175, 0.885, 0.283, 0.321, 0.425, 0.304, 0.511, 0.464, 0.398, 0.406, 0.439, 0.345, 0.467],
  "homo_ev": [-6.88, -8.90],
  "spin_multiplicity": 3,
  "lumo_ev": [0.69, -2.67],
  "homo_lumo_gap_ev": [7.5703, 6.2342],
  "largest_force_ev_per_a": 4.193,
  "molar_mass_g_mol": 166.20,
  "charge": 0,
  "de_lowest_kj_mol": 0.0
}